Entry 1:
This record from OMol25 describes a structure of composition C40H48Br33Cl2F4NO7. The level of theory is wB97M-V/def2-TZVPD.

ORCA input file:
```
! wB97M-V def2-TZVPD RIJCOSX def2/J DEFGRID3
* xyz 0 1
F 1.48 0.95 3.86
Br -7.29 1.42 -4.32
Br 0.59 -6.20 -1.63
H -1.18 -0.45 4.03
H 6.06 2.16 1.88
C 6.08 -0.58 -2.49
Br -12.87 -4.02 -1.60
Br -3.00 1.76 4.27
O 2.35 1.51 -2.13
Br 3.05 8.50 7.55
Br 9.17 0.35 -6.60
H -5.64 -4.03 -1.91
Br 0.02 8.15 6.64
Br -2.69 4.31 1.40
Br -7.86 -4.31 -0.85
H 5.03 -1.86 -1.07
O 0.17 -2.61 -0.88
H -9.63 -7.86 -5.30
C 1.83 -1.22 1.90
C -1.88 2.76 5.47
H -1.74 1.99 -0.20
C 5.61 -1.31 -4.80
Br 10.68 -2.21 -7.76
C -1.68 2.09 -4.70
C 9.13 -1.56 -6.81
Br 2.38 7.51 4.59
Br -2.39 -5.98 -2.71
C 1.58 -1.33 0.57
C 0.28 -1.92 0.12
F 4.43 0.12 4.11
H -2.99 0.20 -0.99
H 2.65 5.68 0.24
C -7.91 1.30 -2.50
C -1.67 -1.16 3.37
H 9.16 -1.99 -5.82
H 4.68 -0.93 -7.28
O 5.05 0.42 1.78
C -2.03 -3.72 3.78
F 2.71 0.88 5.65
Br 0.43 2.47 10.79
H 6.04 -2.07 -5.46
H -1.02 -3.98 3.50
Br -11.99 -7.34 -4.81
Br -1.93 3.25 -3.18
C -11.31 -3.32 -2.50
F 3.50 -1.81 4.32
C 0.74 -1.76 2.80
H 1.53 -0.60 5.17
C 4.03 2.63 2.29
H 3.20 5.16 2.69
C 1.78 0.46 -2.38
C 2.47 -0.87 -0.38
C 1.83 7.52 6.44
C -2.04 -0.12 -0.57
H -10.52 -4.05 -2.36
Cl -2.72 -2.69 -0.72
H -0.59 -4.30 -2.66
Br -10.70 -1.68 -1.71
H 7.16 -0.48 -2.41
H -0.25 1.11 -0.25
H -2.53 -0.64 2.97
H 1.62 -1.69 -2.21
H 5.03 2.10 0.48
Br -9.71 1.94 -2.31
H -2.52 3.12 6.27
H 1.47 6.20 1.45
Br -5.82 4.84 1.26
H 1.87 3.93 2.58
H 3.55 -1.95 -4.66
H 3.25 -1.05 -2.33
C -0.89 -1.60 1.01
O 4.55 0.14 -0.81
C 2.27 -0.90 -1.87
H 6.12 -0.37 -5.00
H 0.89 0.47 -3.04
C 3.00 -0.65 2.36
H -1.54 -2.27 5.19
C 5.08 1.83 1.53
C 1.95 5.34 0.99
H 3.84 -2.49 -6.90
H 2.97 -0.97 -6.94
H 1.92 2.60 8.83
H -2.53 2.23 -5.35
H 4.22 0.65 -4.44
C -2.16 -2.31 4.30
Br -1.67 0.24 -4.16
C 5.54 -0.90 -1.10
Br -9.82 -5.72 -6.50
Br 2.89 4.41 10.21
H -3.17 -2.13 4.65
C 2.17 0.12 4.67
C 4.13 -1.18 -5.19
C 3.93 -1.43 -6.68
H -7.91 0.25 -2.24
H 5.06 -2.28 -3.09
H 4.45 3.15 3.15
H -2.32 -4.39 4.58
H -1.42 -0.47 -1.38
Br -6.71 2.19 -1.28
H -3.03 -1.17 1.05
Br -7.08 -3.60 -3.87
C -0.58 -5.35 -2.89
H 6.31 -0.81 -0.34
C 3.87 -0.18 1.42
Br -3.85 7.15 2.23
O 0.94 -2.36 3.84
H 3.20 2.02 2.66
Br -9.34 -6.30 -3.41
C -4.18 5.26 2.17
Br -6.20 -1.67 -1.49
C 3.62 -0.30 0.09
C 1.47 3.37 9.44
H -4.28 4.92 3.19
C 2.63 4.48 2.04
H 1.84 6.49 6.78
C -6.57 -3.48 -2.02
O 3.51 3.59 1.38
C -2.21 -1.34 0.36
C 3.30 -0.56 3.85
H -1.32 1.02 1.19
Br 0.06 -5.54 -4.70
Br -0.11 2.54 -5.70
Cl -3.20 -4.04 2.46
Br -0.54 1.66 6.30
Br 0.36 4.43 8.29
C -1.28 1.05 0.10
C -0.66 -1.52 2.32
C -10.13 -6.94 -5.04
Br -11.60 -3.14 -4.39
N 5.83 -1.71 -3.41
O 3.58 0.11 -4.91
H 5.67 0.36 -2.85
Br 7.49 -2.15 -7.63
H 1.17 4.78 0.47
Br -1.10 4.30 4.61
*
```

The gap between HOMO and LUMO is 0.29062 Eh. The calculation puts the energy at -2405392.6090 eV. The HOMO energy comes out at -9.1 eV.

Entry 2:
This record from OMol25 describes the molecule C4H7N3. The level of theory is wB97M-V/def2-TZVPD.

ORCA input file:
```
! wB97M-V def2-TZVPD RIJCOSX def2/J DEFGRID3
* xyz 0 1
C 0.18 -0.62 1.96
H 0.02 0.25 -2.44
H 1.85 -0.68 0.79
H -2.45 2.05 -0.03
H 1.65 -1.06 -2.93
N 0.16 0.09 -0.37
N -0.98 0.86 -0.69
C 0.62 -0.26 -1.70
C 0.77 -0.37 0.79
H -1.46 0.86 1.29
H 0.80 -0.98 2.83
H -0.98 -0.37 2.18
C -1.76 1.22 0.29
N 1.59 -0.99 -1.96
*
```

The calculation puts the energy above the lowest of the compared OMol25 structures with the same formula, charge and spin at 79.2 kcal/mol. As for the structure (SMILES): [H]/N=C/N(C=C)N=C. The gap between HOMO and LUMO is 0.35359 Eh. The calculation puts the energy at -8728.2466 eV. The HOMO energy comes out at -8.6 eV.

Entry 3:
This record from OMol25 describes a structure of composition C25H43BrCsN5O5. The level of theory is wB97M-V/def2-TZVPD.

ORCA input file:
```
! wB97M-V def2-TZVPD RIJCOSX def2/J DEFGRID3
* xyz 0 1
C 1.71 -0.60 -0.71
C 2.63 3.03 1.59
C 2.53 0.96 -5.12
C 2.08 0.58 0.19
H 2.43 -3.33 -0.78
H 2.62 -2.28 1.35
H -3.18 -0.97 2.67
C 1.41 -3.62 -0.57
H 0.86 -3.68 -1.51
H -3.41 1.38 2.65
C -1.76 -2.51 1.46
H -2.45 3.39 3.27
H -0.76 0.27 4.31
H -0.69 -1.41 3.00
C 2.46 -1.01 -6.44
N -1.47 1.21 1.79
H 3.07 3.35 0.65
H 3.04 0.99 -0.15
C -1.42 3.37 2.92
H 1.03 0.91 2.81
H -4.24 -0.68 1.30
H -0.71 -3.14 3.23
H 2.99 1.90 -4.84
H -2.61 -3.22 1.49
H -2.13 -2.20 3.61
C -0.86 1.95 2.93
C -3.22 -0.55 1.67
C 3.09 0.19 -6.12
H 3.71 -1.48 -7.81
C -2.73 -1.56 -0.53
H -0.50 -4.18 1.20
C 0.85 -0.52 -4.78
H 2.65 3.88 2.28
C 0.90 2.33 -1.01
H -1.26 1.76 0.89
Cs -2.68 1.72 -2.90
C -0.52 2.83 -1.30
C -0.67 -3.24 0.66
H -1.09 -3.55 -0.30
C 1.60 -2.52 1.64
H 2.57 -1.26 -0.74
H -2.24 1.23 4.45
C 1.20 2.54 1.40
O -1.38 2.72 -0.37
C -1.31 -2.29 2.91
H 1.57 3.20 -1.07
H 1.25 -1.73 2.31
C -1.17 1.28 4.26
H -0.72 1.87 5.06
H -1.01 0.31 1.63
C -3.38 -0.48 -1.41
N -2.25 -1.25 0.83
O -3.94 0.51 -0.89
C 0.66 1.94 2.71
N 0.54 -1.36 -0.32
H 1.17 1.69 -1.84
H 3.27 2.24 2.02
H 0.58 3.40 1.15
N 1.04 1.61 0.26
O -0.78 3.24 -2.43
H 1.59 -0.24 -1.73
H 1.62 -3.46 2.20
H -1.39 3.81 1.92
O 2.91 -1.85 -7.41
H 0.79 -2.30 -6.00
H 1.44 -4.62 -0.12
H -0.20 -0.79 0.08
C 0.72 -2.63 0.38
H -1.90 -1.94 -1.11
H 2.25 0.20 1.21
C -2.94 0.95 1.77
H -0.83 4.00 3.59
C 1.31 -1.38 -5.77
Br -0.72 -0.98 -3.84
H -3.33 1.45 0.88
O -3.30 -0.70 -2.64
H 1.09 2.50 3.54
N 1.42 0.62 -4.44
H 3.99 0.51 -6.63
H -3.48 -2.37 -0.47
*
```

The calculation puts the energy above the lowest of the compared OMol25 structures with the same formula, charge and spin at 19.6 kcal/mol. The gap between HOMO and LUMO is 0.31284 Eh. The calculation puts the energy at -114902.5321 eV. The HOMO energy comes out at -8.1 eV.

Entry 4:
This record from OMol25 describes the molecule C3H5N3S. The level of theory is wB97M-V/def2-TZVPD.

ORCA input file:
```
! wB97M-V def2-TZVPD RIJCOSX def2/J DEFGRID3
* xyz 0 1
N -1.29 -1.38 0.01
H 0.40 -2.64 -0.03
C -1.42 0.10 -0.01
S 2.51 -0.55 -0.02
N 0.57 1.80 -0.03
H -2.01 0.46 0.83
N 0.81 -0.53 -0.09
H 2.48 0.75 0.27
C 0.06 0.63 -0.02
C -0.03 -1.65 -0.02
H -0.09 2.58 -0.06
H -1.99 0.43 -0.84
*
```

The calculation puts the energy above the lowest of the compared OMol25 structures with the same formula, charge and spin at 32.2 kcal/mol. As for the structure (SMILES): [H]/N=C1\CN=CN1S. The gap between HOMO and LUMO is 0.34112 Eh. The calculation puts the energy at -18496.5002 eV. The HOMO energy comes out at -8.4 eV.

Entry 5:
This record from OMol25 describes the molecule C2H5N5O. The level of theory is wB97M-V/def2-TZVPD.

ORCA input file:
```
! wB97M-V def2-TZVPD RIJCOSX def2/J DEFGRID3
* xyz 0 1
H 0.09 1.42 -1.37
H -3.22 -0.12 0.04
N -0.04 0.97 -0.41
C 0.53 -0.30 -0.30
N 1.85 -0.53 -0.38
C -2.10 -0.18 0.08
H -1.42 1.29 1.03
H 2.57 0.23 1.30
N -1.53 -1.29 0.05
N -0.13 -1.38 -0.08
H 2.04 -1.61 -0.27
O 2.85 0.29 0.28
N -1.48 1.20 0.03
*
```

The calculation puts the energy above the lowest of the compared OMol25 structures with the same formula, charge and spin at 108.4 kcal/mol. As for the structure (SMILES): ONC1=NN=CNN1. The gap between HOMO and LUMO is 0.34310 Eh. The calculation puts the energy at -11647.8428 eV. The HOMO energy comes out at -8.9 eV.

Entry 6:
This record from OMol25 describes the molecule C3H3ClN2O2. The level of theory is wB97M-V/def2-TZVPD.

ORCA input file:
```
! wB97M-V def2-TZVPD RIJCOSX def2/J DEFGRID3
* xyz 0 1
O -1.10 -0.72 -1.17
H -0.91 1.25 0.88
Cl 1.21 2.12 0.20
C -0.84 0.65 -1.14
H -0.35 -2.27 -0.10
N -0.64 -1.32 0.05
C 0.41 -0.52 0.51
C -0.09 0.88 0.17
H 2.02 -0.35 1.57
N 1.41 -1.06 1.11
O -1.13 1.34 -2.08
*
```

The calculation puts the energy above the lowest of the compared OMol25 structures with the same formula, charge and spin at 45.4 kcal/mol. As for the structure (SMILES): [H]/N=C1/NOC(=O)[C@@H]1Cl. The gap between HOMO and LUMO is 0.38348 Eh. The calculation puts the energy at -22755.3237 eV. The HOMO energy comes out at -10.3 eV.

Entry 7:
This record from OMol25 describes the molecule C7H6BrNO3. The level of theory is wB97M-V/def2-TZVPD.

ORCA input file:
```
! wB97M-V def2-TZVPD RIJCOSX def2/J DEFGRID3
* xyz 0 3
C -0.96 -0.94 -0.91
N 2.82 -1.32 0.90
O 3.63 -1.26 1.81
Br 3.77 0.57 -0.95
H 0.63 2.18 0.75
H 3.47 0.84 2.15
H -1.78 2.16 0.12
H -1.36 -1.75 -1.41
O 2.62 1.10 1.74
C 0.42 -0.94 -0.77
H 1.18 -1.60 -1.21
C -1.74 0.21 -0.59
C 2.37 0.11 0.39
C 0.24 1.31 0.20
H -2.82 0.14 -0.71
C -1.09 1.36 -0.15
O 2.54 -2.30 0.25
C 1.00 0.17 -0.12
*
```

The calculation puts the energy above the lowest of the compared OMol25 structures with the same formula, charge and spin at 9.4 kcal/mol. The gap between HOMO and LUMO (spin up / spin down) is 0.19628 / 0.23720 Eh. The calculation puts the energy at -85022.7750 eV. The HOMO energy (spin up / spin down) comes out at -5.9 / -10.2 eV.

Entry 8:
This record from OMol25 describes a cluster of 2 separate species, C3H10NS in total. The level of theory is wB97M-V/def2-TZVPD.

ORCA input file:
```
! wB97M-V def2-TZVPD RIJCOSX def2/J DEFGRID3
* xyz -1 1
H 0.63 -1.42 2.05
H -1.61 0.02 -0.39
H 0.91 1.80 0.39
H -3.18 -0.29 -1.28
S -1.45 -1.78 -1.97
H -0.29 -1.43 0.41
C 0.28 -0.75 1.17
H 2.32 1.33 -0.49
H 1.39 -0.56 -0.63
C 1.69 1.15 0.46
N 1.43 -0.34 0.39
H -0.35 0.03 1.62
H -1.94 0.92 -1.77
C -2.08 -0.07 -1.36
H 2.24 1.38 1.41
*
```

The calculation puts the energy above the lowest of the compared OMol25 structures with the same formula, charge and spin at 50.1 kcal/mol. The gap between HOMO and LUMO is 0.23075 Eh. The calculation puts the energy at -15597.6284 eV. The HOMO energy comes out at -2.4 eV.

Q: Which value of energy does entry 1 give?
A: -2405392.6090 eV

Q: Which value of energy does entry 3 give?
A: -114902.5321 eV

Q: energy of number 3 (C25H43BrCsN5O5)?
A: -114902.5321 eV

Q: What is the energy in the second record?
A: -8728.2466 eV